Model w:
The following is a DFT calculation (the ωB97M-V functional and the def2-TZVPD basis) of the molecule C20H25N3O4.

```
52
Properties=species:S:1:pos:R:3:mulliken_charge:R:1
O -1.998 -2.332 -1.260 -0.724
C -2.082 -2.134 -0.059 0.520
N -3.199 -2.160 0.671 -0.070
C -4.518 -2.199 0.092 -0.748
C -5.241 -0.856 0.283 -1.152
C -4.325 0.277 -0.092 0.723
C -3.978 0.497 -1.419 -0.314
C -3.078 1.493 -1.754 -0.635
C -2.518 2.287 -0.767 -0.454
C -2.868 2.081 0.556 -0.549
C -3.759 1.077 0.890 -0.346
C -0.838 -1.848 0.788 0.500
O -0.912 -1.565 1.972 -0.721
N 0.274 -1.931 0.054 0.022
C 1.618 -1.723 0.523 -1.459
C 2.374 -0.659 -0.301 1.416
C 3.821 -1.046 -0.358 -0.539
C 4.629 -1.362 -1.412 -0.710
C 5.895 -1.676 -0.860 -0.385
C 5.758 -1.528 0.485 -0.598
O 4.508 -1.151 0.796 -0.354
N 2.252 0.677 0.274 0.004
C 2.951 1.665 -0.534 -0.436
C 2.916 3.018 0.174 -0.777
O 1.595 3.446 0.393 -0.389
C 0.901 2.488 1.155 -0.701
C 0.881 1.119 0.474 0.064
H -3.091 -1.911 1.648 0.267
H -4.376 -2.409 -0.971 0.368
H -5.097 -3.010 0.544 0.372
H -5.546 -0.752 1.326 0.381
H -6.138 -0.851 -0.340 0.355
H -4.411 -0.119 -2.194 0.381
H -2.812 1.648 -2.789 0.400
H -1.815 3.065 -1.027 0.427
H -2.447 2.702 1.333 0.442
H -4.018 0.918 1.928 0.327
H 0.125 -2.170 -0.921 0.257
H 2.166 -2.670 0.452 0.504
H 1.574 -1.425 1.572 0.365
H 1.983 -0.685 -1.339 0.356
H 4.360 -1.368 -2.448 0.493
H 6.776 -1.968 -1.393 0.452
H 6.448 -1.657 1.295 0.487
H 3.989 1.355 -0.666 0.401
H 2.483 1.765 -1.531 0.287
H 3.394 3.784 -0.439 0.371
H 3.446 2.931 1.134 0.349
H -0.114 2.866 1.276 0.184
H 1.375 2.385 2.143 0.383
H 0.354 0.429 1.129 -0.105
H 0.335 1.193 -0.483 0.309
```

gap between HOMO and LUMO = 9.564 eV
structure (SMILES) = O=C(NCCc1ccccc1)C(=O)NC[C@H](c1ccco1)N1CCOCC1
M = 371.44 Da
HOMO = -8.8 eV

Model x:
The following is a DFT calculation (the ωB97M-V functional and the def2-TZVPD basis) of the molecule C20H25N3O4.

```
52
Properties=species:S:1:pos:R:3:mulliken_charge:R:1
C 7.910 -4.847 0.028 -0.752
C 6.777 -4.225 0.293 -0.026
C 5.421 -4.834 0.115 -0.657
N 4.557 -3.979 -0.673 -0.205
C 3.403 -3.466 -0.196 0.233
O 2.988 -3.691 0.920 -0.670
C 2.652 -2.616 -1.217 0.325
C 1.938 -3.486 -2.254 -0.804
C 0.663 -2.715 -2.585 0.394
O -0.044 -2.927 -3.543 -0.667
N 0.476 -1.789 -1.609 0.233
C -0.603 -0.895 -1.511 0.456
C -1.328 -0.513 -2.640 -0.446
C -2.369 0.380 -2.528 -0.989
C -2.717 0.927 -1.293 0.674
O -3.784 1.779 -1.303 -0.457
C -4.138 2.438 -0.120 -0.695
C -3.076 3.449 0.334 0.569
O -2.038 3.628 -0.269 -0.665
N -3.386 4.124 1.458 0.220
C -4.623 4.056 2.210 -0.577
C -4.396 5.005 3.388 -0.656
C -3.421 6.033 2.818 -0.616
C -2.506 5.170 1.959 -0.634
C -2.000 0.545 -0.167 -0.407
C -0.954 -0.354 -0.279 -0.516
C 1.499 -1.835 -0.582 -1.253
H 8.867 -4.379 0.180 0.262
H 7.927 -5.860 -0.339 0.251
H 6.774 -3.208 0.663 0.296
H 4.926 -4.943 1.086 0.294
H 5.502 -5.820 -0.356 0.359
H 4.860 -3.753 -1.607 0.284
H 3.351 -1.935 -1.712 0.482
H 2.517 -3.676 -3.156 0.368
H 1.643 -4.448 -1.827 0.357
H -1.076 -0.926 -3.602 0.424
H -2.931 0.681 -3.398 0.414
H -5.062 2.975 -0.358 0.347
H -4.349 1.724 0.689 0.409
H -5.465 4.395 1.592 0.295
H -4.832 3.034 2.540 0.294
H -3.928 4.468 4.214 0.299
H -5.324 5.448 3.741 0.368
H -3.955 6.752 2.195 0.282
H -2.878 6.572 3.590 0.353
H -1.704 4.722 2.557 0.279
H -2.052 5.698 1.119 0.329
H -2.228 0.949 0.807 0.344
H -0.420 -0.634 0.615 0.378
H 1.790 -0.823 -0.291 0.472
H 1.151 -2.376 0.307 0.349
```

gap between HOMO and LUMO = 8.353 eV
structure (SMILES) = C=CCNC(=O)[C@H]1CC(=O)N(c2ccc(OCC(=O)N3CCCC3)cc2)C1
M = 371.44 Da
HOMO = -7.7 eV

Quick look at relative energies in kcal/mol: model w 8.1; model x 0.0.